No. 1
Entry from the Open Molecules 2025 dataset: C13H22N5OSZr as an isolated structure (ωB97M-V with the def2-TZVPD basis set).

Structure (XYZ):
```
43
Properties=species:S:1:pos:R:3:forces:R:3
Zr -0.233 -0.536 -2.798 -0.516 0.329 0.497
N -2.080 -0.819 -4.108 -0.016 -0.024 0.027
C -2.514 -2.259 -3.892 0.034 -0.035 -0.034
C -2.408 -2.624 -2.424 0.004 -0.018 -0.020
N -0.964 -2.514 -1.969 -0.048 -0.060 -0.026
H -2.864 -0.208 -3.857 -0.013 -0.006 -0.016
H -1.952 -0.662 -5.111 0.019 -0.014 -0.006
H -1.867 -2.891 -4.503 0.000 -0.006 -0.013
H -3.535 -2.396 -4.247 -0.012 0.016 0.010
H -2.772 -3.638 -2.259 0.005 -0.012 -0.006
H -3.008 -1.958 -1.800 -0.001 0.007 0.011
H -0.439 -3.313 -2.337 0.008 -0.002 -0.005
H -0.929 -2.637 -0.953 -0.005 -0.006 0.003
S 3.632 -0.964 -5.299 0.185 -0.009 -0.116
C 2.371 -0.898 -4.488 -0.263 -0.014 0.244
N 1.307 -0.847 -3.808 0.554 -0.037 -0.448
C 3.230 0.157 3.800 0.003 0.008 -0.008
C 2.076 1.082 4.146 -0.011 -0.034 0.003
N 1.055 1.140 3.076 0.002 0.082 0.039
C -0.247 0.524 3.314 -0.012 -0.033 -0.004
C -0.208 -0.994 3.252 0.026 0.000 -0.016
C 1.347 1.872 2.001 0.031 -0.085 0.008
O 2.359 2.517 1.800 -0.002 -0.013 -0.026
C 0.388 1.908 0.820 0.032 0.094 0.020
C -0.356 3.057 0.539 -0.049 0.003 0.000
C -1.016 3.189 -0.679 0.069 0.057 0.022
C -0.876 2.190 -1.612 -0.012 -0.071 0.004
N -0.150 1.073 -1.356 0.001 -0.120 -0.061
C 0.464 0.935 -0.150 0.009 -0.009 -0.076
H 3.949 0.148 4.618 -0.001 0.001 0.000
H 3.748 0.505 2.907 0.004 -0.002 0.007
H 2.889 -0.868 3.644 -0.003 0.005 0.004
H 2.437 2.096 4.317 0.001 0.010 -0.006
H 1.562 0.753 5.049 -0.002 0.004 -0.001
H -0.964 0.921 2.592 -0.003 0.001 -0.002
H -0.596 0.850 4.295 0.004 0.005 0.002
H 0.105 -1.338 2.259 -0.007 0.003 0.010
H -1.189 -1.411 3.479 0.000 0.004 -0.004
H 0.499 -1.401 3.974 -0.006 0.003 0.004
H -0.399 3.857 1.271 -0.005 0.001 -0.006
H -1.596 4.070 -0.913 0.010 0.008 0.004
H -1.328 2.286 -2.598 -0.009 -0.017 -0.009
H 1.069 0.046 0.008 -0.004 -0.012 -0.012
```
Positions in Å, forces in eV/Å.

Summary:
- Strongest force on any atom: 0.79 eV/A
- Energy above the lowest of the compared OMol25 structures with the same formula, charge and spin: 0.0 kcal per mole
- Orbital gap: 4.88 eV
- Total charge: +3
- LUMO: -0.4375 Ha
- HOMO: -16.8 eV

---

No. 2
Entry from the Open Molecules 2025 dataset: C13H22N6O9PTm as an isolated structure at a distorted geometry (ωB97M-V with the def2-TZVPD basis set).

Structure (XYZ):
```
52
Properties=species:S:1:pos:R:3:forces:R:3
Tm 0.652 0.117 -1.414 -1.842 -2.978 1.302
O 3.753 1.776 -2.791 0.614 0.163 -0.082
C 2.625 1.458 -2.578 -0.620 -0.307 -0.418
O 2.045 0.296 -2.851 1.793 0.829 -1.052
C 1.613 2.461 -1.877 -0.379 0.201 -0.669
O 1.991 3.453 -1.323 0.158 0.530 0.196
O 0.359 2.037 -1.938 0.386 2.327 -0.224
N -4.548 -1.604 -1.475 0.323 0.439 0.091
N -3.549 -0.660 -1.707 -0.639 -0.262 -0.041
N -3.585 0.150 -2.748 0.242 -0.119 0.381
C -2.467 0.836 -2.552 0.173 0.169 -0.097
N -1.813 0.431 -1.453 -0.269 -0.076 -0.037
N -2.551 -0.526 -0.907 0.073 0.132 -0.321
H -5.044 -1.665 -2.354 -0.134 -0.069 -0.109
H -4.057 -2.478 -1.320 0.057 -0.172 -0.094
H -2.115 1.622 -3.203 -0.021 -0.109 0.100
C -1.246 -0.618 4.073 -0.058 0.034 0.071
C -0.270 -1.339 3.170 -0.042 0.195 -0.131
O 0.693 -0.422 2.593 -0.076 -0.269 0.223
P 0.309 0.400 1.283 0.121 0.240 0.683
O -0.181 1.763 1.961 -0.098 0.293 0.030
C -0.619 2.867 1.105 0.110 -0.164 0.085
C -1.231 3.926 1.982 -0.031 0.050 0.158
O 1.793 0.742 0.681 -0.354 0.260 0.155
C 2.858 1.277 1.544 0.037 -0.246 -0.210
C 3.972 1.847 0.713 0.089 -0.048 -0.103
H -1.955 -1.337 4.496 0.082 0.066 -0.028
H -1.811 0.139 3.524 0.051 -0.087 0.034
H -0.719 -0.123 4.892 -0.042 -0.034 -0.065
H -0.792 -1.865 2.367 -0.003 0.028 -0.064
H 0.317 -2.066 3.719 0.112 -0.055 0.064
H -1.336 2.487 0.380 -0.060 -0.083 -0.065
H 0.242 3.244 0.558 0.081 0.040 -0.051
H -2.079 3.525 2.542 0.060 0.048 -0.054
H -1.579 4.758 1.364 0.044 -0.094 0.051
H -0.494 4.309 2.692 -0.069 -0.019 -0.049
H 3.195 0.432 2.135 0.058 -0.086 0.152
H 2.401 2.010 2.202 -0.051 0.156 0.039
H 4.401 1.086 0.055 -0.035 0.046 0.075
H 4.757 2.194 1.391 -0.036 -0.015 -0.070
H 3.640 2.680 0.097 0.000 0.030 0.024
O -2.106 -3.024 -2.693 -0.010 0.161 -0.122
C -0.963 -3.105 -2.299 0.083 0.118 0.472
C -0.212 -4.422 -2.105 0.146 0.050 -0.135
C 1.033 -4.034 -1.310 -0.153 -0.034 -0.087
C 0.924 -2.535 -1.273 0.201 0.073 0.175
O 1.738 -1.772 -0.705 -0.016 -0.549 -0.018
N -0.174 -2.040 -1.877 0.027 -0.694 -0.187
H 0.028 -4.808 -3.095 0.017 -0.059 -0.027
H -0.857 -5.148 -1.620 -0.065 -0.034 0.057
H 1.980 -4.322 -1.763 -0.020 0.015 -0.020
H 1.036 -4.408 -0.286 -0.016 -0.029 0.012
```
Positions in Å, forces in eV/Å.

Summary:
- <S²>: 2.00
- Strongest force on any atom: 3.74 eV/A
- Energy above the lowest of the compared OMol25 structures with the same formula, charge and spin: 15.1 kcal per mole
- Orbital gap (alpha / beta): 9.34 / 9.34 eV
- Multiplicity: 3
- Total charge: 0
- LUMO (alpha / beta): 0.0095 / 0.0096 Ha
- HOMO (alpha / beta): -9.1 / -9.1 eV

---

No. 3
Entry from the Open Molecules 2025 dataset: C13H22NO19V2Zr as an isolated structure at a distorted geometry (ωB97M-V with the def2-TZVPD basis set).

Structure (XYZ):
```
58
Properties=species:S:1:pos:R:3:forces:R:3
O -1.613 27.962 33.996 -2.846 2.776 -0.950
V -2.838 29.060 33.860 4.966 -1.774 4.712
O -4.044 28.282 33.263 -0.809 0.366 -0.693
O -6.099 31.306 37.175 0.697 -0.815 -0.730
V -5.189 30.256 36.404 0.723 1.374 3.320
O -6.089 28.926 36.388 0.854 0.694 -0.648
Zr -1.665 31.608 37.779 1.942 2.297 4.033
C -2.802 32.634 42.075 -0.733 -1.158 0.101
C -3.170 31.441 41.128 2.393 1.821 -0.648
C -4.645 31.399 40.909 -1.458 -0.922 -0.608
O -2.269 31.537 40.005 -1.148 -0.382 -0.873
H -1.716 32.711 42.139 -0.161 0.586 -0.499
H -3.123 32.401 43.091 -0.256 -0.177 0.349
H -3.409 33.491 41.787 0.749 0.459 -0.253
H -3.004 30.562 41.751 0.642 -0.696 -0.239
H -5.131 31.137 41.849 -0.018 0.283 0.469
H -4.933 30.543 40.299 0.244 -0.125 -0.454
H -5.207 32.231 40.483 0.572 0.478 -0.065
C 1.018 32.262 38.402 -4.926 2.936 7.737
O 0.369 31.241 38.533 -0.205 -16.728 -1.384
O 0.021 32.933 38.076 -7.211 11.285 -9.836
O 1.336 32.740 39.484 9.109 1.612 2.966
C -3.724 33.515 36.796 6.761 0.205 -6.292
O -3.677 33.956 35.626 -4.264 8.692 -1.510
O -2.745 33.580 37.569 2.167 5.309 7.536
O -3.558 32.328 36.455 -3.986 -17.157 -0.254
C -2.701 29.051 37.201 5.276 7.869 -0.548
O -3.254 29.199 36.114 -4.614 -5.099 -12.099
O -1.512 29.436 37.292 8.374 -5.748 -0.852
O -3.200 29.968 37.827 -11.400 3.352 9.584
C -0.958 31.593 34.514 -3.310 4.412 8.197
O -0.934 31.688 35.751 6.132 -2.587 4.233
O -1.978 31.052 34.185 -7.384 -11.953 -7.236
O -1.328 32.706 34.124 3.171 8.519 -6.561
C -3.607 25.758 38.194 0.284 -0.512 -1.359
O -3.633 26.423 39.400 -1.585 0.062 0.695
C -4.808 27.264 39.425 -0.530 0.341 1.463
C -5.038 27.670 40.946 0.406 -0.658 -2.351
N -5.066 26.391 41.662 -0.555 1.816 -0.500
C -5.098 26.513 43.095 -0.445 -1.292 0.109
C -5.586 25.164 43.658 0.269 1.339 0.910
O -5.558 25.324 45.063 0.551 -0.394 1.546
C -5.575 24.121 45.872 -0.207 1.605 -1.329
H -3.393 26.509 37.434 0.174 -0.332 -0.636
H -4.525 25.242 37.911 -0.702 0.358 0.218
H -2.912 24.920 38.153 0.715 0.476 0.376
H -5.757 26.813 39.137 0.117 -1.440 0.056
H -4.795 27.991 38.613 0.789 0.917 0.615
H -6.022 28.135 41.009 0.089 0.341 0.094
H -4.243 28.372 41.199 0.049 0.003 0.534
H -4.526 25.743 41.107 0.577 -0.313 1.129
H -5.807 27.278 43.410 -0.555 -0.003 -0.468
H -4.241 26.850 43.677 0.959 -0.332 -0.435
H -4.903 24.367 43.364 -0.235 -0.271 -0.336
H -6.636 25.049 43.389 0.092 -0.616 -0.574
H -5.915 24.448 46.855 -0.363 -0.304 -0.105
H -4.581 23.698 46.013 0.143 -0.165 -0.347
H -6.248 23.463 45.323 -0.078 -0.633 0.692
```
Positions in Å, forces in eV/Å.

Summary:
- <S²>: 0.76
- Strongest force on any atom: 17.62 eV/A
- Orbital gap (alpha / beta): 3.45 / 3.44 eV
- Multiplicity: 2
- Total charge: -2
- LUMO (alpha / beta): 0.0838 / 0.0838 Ha
- HOMO (alpha / beta): -1.2 / -1.2 eV

---

No. 4
Entry from the Open Molecules 2025 dataset: C13H23As2Cl2IrN2O8S2 as an isolated structure at a distorted geometry (ωB97M-V with the def2-TZVPD basis set).

Structure (XYZ):
```
53
Properties=species:S:1:pos:R:3:forces:R:3
Ir 1.500 0.723 0.982 -5.226 -0.667 0.960
O 0.238 -0.599 -2.693 0.196 -0.099 0.132
As -0.279 -1.294 -1.174 -1.575 -0.736 -1.678
O -1.873 -1.588 -1.467 -0.398 -0.226 0.045
O -0.385 0.012 -0.102 2.595 1.366 2.016
C 0.570 -3.040 -1.013 -0.385 0.485 -0.076
C -0.107 -4.152 -1.485 -0.307 0.261 -0.048
C 0.554 -5.372 -1.518 0.102 -0.015 0.026
C 1.871 -5.473 -1.096 -0.019 0.083 0.031
C 2.535 -4.359 -0.599 0.257 0.167 0.072
C 1.865 -3.154 -0.569 0.262 0.482 0.359
S 2.468 -1.666 0.183 2.237 -2.444 -0.478
O 3.845 -1.754 0.529 -0.107 -0.109 -0.042
O 2.161 -0.607 -0.819 -0.166 1.248 0.579
O 1.531 -1.501 1.317 -0.126 2.174 0.627
H 1.164 -0.351 -2.602 0.245 0.109 -0.255
H -1.134 -4.051 -1.816 0.065 -0.015 -0.012
H 0.040 -6.251 -1.879 -0.043 -0.009 -0.033
H 2.380 -6.424 -1.142 0.049 -0.061 0.017
H 3.553 -4.399 -0.243 0.096 -0.119 0.045
N 0.395 1.487 2.956 0.990 -0.903 -1.507
C 0.327 2.947 2.942 -0.108 0.505 -0.378
C -0.288 3.383 1.611 -0.011 -0.112 0.672
N 0.537 2.872 0.517 1.327 -1.197 -0.123
H -0.533 1.072 2.994 0.128 -0.085 0.017
H 0.962 1.144 3.727 -0.005 -0.087 -0.060
H 1.344 3.337 3.023 -0.032 -0.057 0.081
H -0.267 3.338 3.777 0.116 -0.109 -0.107
H -0.370 4.474 1.578 -0.046 -0.160 -0.043
H -1.282 2.939 1.521 0.020 0.111 -0.069
H 1.352 3.458 0.347 0.008 0.012 -0.078
H 0.005 2.786 -0.342 0.104 -0.110 -0.021
Cl 4.932 4.246 1.765 0.117 0.191 0.020
C 5.168 2.506 2.014 -0.247 -0.215 0.061
Cl 5.605 2.155 3.682 0.314 0.057 -0.037
C 3.836 1.832 1.666 0.931 1.108 -0.586
O 3.248 1.151 2.518 -1.410 -0.924 -0.232
O 3.349 2.060 0.539 0.530 0.121 -0.287
H 5.963 2.177 1.340 -0.198 0.035 0.202
C -4.718 -1.331 -1.513 0.395 0.005 0.063
As -3.574 0.198 -1.127 -1.032 0.433 -0.596
C -2.738 1.003 -2.689 0.166 -0.300 0.149
C -4.957 1.573 -0.748 0.268 -0.220 0.132
S -2.558 0.306 0.770 -0.241 0.048 0.292
H -5.359 -1.061 -2.355 0.074 0.091 0.095
H -5.332 -1.544 -0.635 0.134 0.129 -0.084
H -4.095 -2.186 -1.765 -0.034 0.113 0.054
H -3.535 1.262 -3.389 0.002 -0.029 0.142
H -2.037 0.302 -3.138 -0.106 0.080 0.084
H -2.214 1.910 -2.379 -0.118 -0.106 0.040
H -5.619 1.710 -1.604 0.088 -0.138 -0.047
H -4.487 2.529 -0.510 0.073 -0.110 -0.065
H -5.554 1.268 0.113 0.051 -0.052 -0.073
```
Positions in Å, forces in eV/Å.

Summary:
- <S²>: 1.13
- Strongest force on any atom: 5.36 eV/A
- Orbital gap (alpha / beta): 7.40 / 6.89 eV
- Multiplicity: 2
- Total charge: +1
- LUMO (alpha / beta): -0.1627 / -0.1800 Ha
- HOMO (alpha / beta): -11.8 / -11.8 eV

---

No. 5
Entry from the Open Molecules 2025 dataset: C13H23AsClCrNO3Se2 as an isolated structure at a distorted geometry (ωB97M-V with the def2-TZVPD basis set).

Structure (XYZ):
```
45
Properties=species:S:1:pos:R:3:forces:R:3
Cr 1.383 -0.106 -1.184 0.863 0.103 -0.105
C 4.721 -0.188 -2.702 0.017 -0.213 -0.199
Se 3.853 0.495 -1.114 0.525 -0.134 0.607
C 4.326 -0.973 0.136 0.326 -0.070 -0.471
C 3.517 -1.009 1.424 -0.049 0.048 -0.097
Se 1.672 -0.316 1.275 0.269 0.112 0.575
C 2.117 1.530 1.733 0.082 0.107 0.085
H 4.220 -1.095 -3.037 0.020 0.053 0.054
H 5.770 -0.382 -2.475 -0.140 0.064 0.026
H 4.651 0.588 -3.465 -0.025 -0.071 0.116
H 5.391 -0.872 0.369 -0.179 0.038 -0.061
H 4.175 -1.884 -0.453 0.002 0.234 0.190
H 3.975 -0.412 2.219 -0.157 -0.083 -0.154
H 3.438 -2.044 1.767 -0.078 0.202 -0.014
H 2.251 1.609 2.811 -0.036 -0.061 -0.084
H 1.301 2.173 1.413 -0.027 -0.025 -0.004
H 3.031 1.827 1.214 -0.146 -0.044 0.071
O 0.435 2.490 -3.414 -0.014 0.292 -0.142
N 0.861 1.667 -2.674 -0.597 1.663 -1.588
O 1.223 0.528 -3.047 0.394 -1.671 -0.862
O 0.965 1.836 -1.435 0.067 0.598 1.868
Cl 1.737 -2.255 -1.368 -0.038 -0.740 -0.183
C -2.171 0.197 -2.529 0.142 0.035 -0.197
As -1.022 -0.243 -1.009 -1.956 -0.353 0.282
C -1.774 -1.973 -0.530 0.072 0.008 0.042
C -1.690 1.089 0.307 0.161 0.016 0.009
C -2.750 0.576 1.230 0.005 -0.088 0.032
C -4.066 1.011 1.128 0.194 -0.067 -0.082
C -5.021 0.553 2.021 -0.074 -0.017 0.026
C -4.674 -0.348 3.013 0.018 -0.059 -0.051
C -3.363 -0.788 3.117 0.068 -0.019 0.056
C -2.406 -0.327 2.232 0.146 0.018 -0.038
H -3.209 -0.003 -2.235 0.272 0.042 0.038
H -1.922 -0.421 -3.397 0.008 0.085 0.198
H -2.074 1.251 -2.803 0.042 -0.180 0.078
H -2.838 -1.873 -0.299 0.174 0.072 -0.033
H -1.253 -2.407 0.324 -0.027 0.073 -0.077
H -1.640 -2.634 -1.392 0.021 0.128 0.102
H -2.064 1.939 -0.274 0.227 -0.146 0.021
H -0.832 1.430 0.899 -0.099 -0.004 -0.231
H -4.333 1.714 0.351 -0.069 0.085 -0.020
H -6.036 0.909 1.949 -0.145 0.024 -0.038
H -5.421 -0.720 3.696 -0.082 0.021 0.101
H -3.083 -1.477 3.898 0.009 -0.108 0.072
H -1.371 -0.663 2.309 -0.185 0.030 0.081
```
Positions in Å, forces in eV/Å.

Summary:
- <S²>: 3.80
- Strongest force on any atom: 2.38 eV/A
- Energy above the lowest of the compared OMol25 structures with the same formula, charge and spin: 5.1 kcal per mole
- Orbital gap (alpha / beta): 8.01 / 8.00 eV
- Multiplicity: 4
- Total charge: +1
- LUMO (alpha / beta): -0.1357 / -0.1357 Ha
- HOMO (alpha / beta): -11.7 / -11.7 eV